1.
Density functional theory data (the ωB97M-V functional and the def2-TZVPD basis) for an isolated molecule of C24H30N6O3.

Output
Kohn-Sham gap ... 9.37 eV
SMILES ... CC[C@H](C(=O)NC1CCCC1)N(Cc1ccco1)C(=O)Cn1nnc(-c2ccc(C)cc2)n1
Energy above the lowest of the compared OMol25 structures with the same formula, charge and spin ... 76.0 kcal/mol
E_HOMO ... -8.79 eV

XYZ file:
```
63
C24H30N6O3 | the OMol25 dataset | the ωB97M-V functional and the def2-TZVPD basis
C -0.2976 -2.5444 1.0253
C 0.5139 -1.5442 1.8379
C 1.4196 -0.6864 0.9500
C 2.2290 0.3205 1.7863
O 1.8690 0.7046 2.8808
N 3.3598 0.7120 1.1800
C 4.3081 1.6287 1.7806
C 5.7478 1.1976 1.4519
C 6.2534 2.1625 0.3635
C 5.0236 2.9570 -0.0822
C 4.1821 3.0361 1.1866
N 0.6645 0.0232 -0.0773
C -0.3301 0.9818 0.3699
C -0.0797 2.3573 -0.1662
C -0.9434 3.3593 -0.5013
C -0.1420 4.4427 -0.9413
C 1.1444 4.0176 -0.8461
O 1.1933 2.7568 -0.3750
C 0.9841 -0.2051 -1.3646
O 1.9687 -0.8357 -1.7020
C 0.0079 0.3181 -2.4333
N -1.1275 -0.5492 -2.5073
N -1.4487 -1.2259 -3.5808
N -2.4973 -1.9100 -3.3046
C -2.8163 -1.6401 -2.0208
C -3.9359 -2.2183 -1.3134
C -4.7915 -3.0980 -1.9728
C -5.8613 -3.6521 -1.3003
C -6.1024 -3.3474 0.0356
C -7.2515 -3.9705 0.7659
C -5.2414 -2.4695 0.6860
C -4.1691 -1.9071 0.0243
N -1.9503 -0.7705 -1.5017
H -0.8930 -3.1711 1.6842
H -0.9714 -2.0336 0.3419
H 0.3603 -3.1856 0.4424
H 1.1587 -2.0718 2.5429
H -0.1482 -0.9072 2.4253
H 2.1134 -1.3413 0.4121
H 3.5394 0.4125 0.2333
H 4.0913 1.6191 2.8515
H 5.7573 0.1641 1.1065
H 6.3740 1.2523 2.3408
H 6.9944 2.8430 0.7839
H 6.7196 1.6334 -0.4660
H 5.2885 3.9385 -0.4731
H 4.4784 2.4164 -0.8579
H 3.1432 3.2982 1.0051
H 4.6116 3.7613 1.8784
H -0.2691 1.0148 1.4615
H -1.3378 0.6606 0.0855
H -2.0118 3.3294 -0.4410
H -0.4832 5.3980 -1.2820
H 2.0782 4.4899 -1.0760
H 0.5067 0.2648 -3.4031
H -0.3196 1.3394 -2.2269
H -4.6015 -3.3315 -3.0089
H -6.5232 -4.3322 -1.8171
H -6.9349 -4.9095 1.2215
H -7.6095 -3.3170 1.5581
H -8.0721 -4.1875 0.0862
H -5.4169 -2.2243 1.7238
H -3.5060 -1.2245 0.5337
```

---

2.
Density functional theory data (the ωB97M-V functional and the def2-TZVPD basis) for an isolated molecule of C24H30N6OS.

Output
Kohn-Sham gap ... 8.25 eV
SMILES ... O=C(NC1CCN(Cc2ccccc2)CC1)[C@H]1CCCN(c2nnc(-n3cccc3)s2)C1
Energy above the lowest of the compared OMol25 structures with the same formula, charge and spin ... 0.0 kcal/mol
E_HOMO ... -7.90 eV

XYZ file:
```
62
C24H30N6OS | the OMol25 dataset | the ωB97M-V functional and the def2-TZVPD basis
O -0.5236 -1.2224 -0.7935
C 0.1950 -0.7988 0.0874
N -0.1493 0.1869 0.9404
C -1.4255 0.8915 0.9187
C -2.6039 -0.0565 1.1427
C -3.9067 0.7342 1.1112
N -4.0553 1.4007 -0.1672
C -5.3705 1.9947 -0.3172
C -6.4392 0.9390 -0.4160
C -6.2100 -0.2049 -1.1714
C -7.1868 -1.1765 -1.2849
C -8.4078 -1.0132 -0.6508
C -8.6438 0.1242 0.1009
C -7.6624 1.0937 0.2203
C -2.9834 2.3503 -0.3784
C -1.6424 1.6241 -0.4058
C 1.5902 -1.3759 0.3196
C 1.4604 -2.8143 0.8376
C 2.8294 -3.4866 0.9195
C 3.5295 -3.4213 -0.4381
N 3.6214 -2.0437 -0.8821
C 4.7248 -1.3474 -0.5665
N 5.8329 -1.8694 -0.1512
N 6.8211 -0.9975 0.0063
C 6.5110 0.2154 -0.2680
N 7.3622 1.2766 -0.1803
C 7.0685 2.5852 -0.4621
C 8.1882 3.3304 -0.2511
C 9.2085 2.4450 0.1768
C 8.6749 1.1932 0.2107
S 4.8239 0.4154 -0.7906
C 2.3415 -1.3963 -1.0206
H 0.5194 0.4730 1.6359
H -1.3906 1.6230 1.7349
H -2.5019 -0.5701 2.1005
H -2.6111 -0.7965 0.3439
H -4.7520 0.0555 1.2438
H -3.9183 1.4631 1.9463
H -5.6060 2.6919 0.5090
H -5.3685 2.5743 -1.2473
H -5.2531 -0.3237 -1.6556
H -6.9977 -2.0638 -1.8713
H -9.1724 -1.7709 -0.7412
H -9.5931 0.2568 0.5995
H -7.8504 1.9790 0.8121
H -3.1453 2.8476 -1.3381
H -2.9664 3.1283 0.4107
H -0.8352 2.3377 -0.5819
H -1.6467 0.8892 -1.2097
H 2.1519 -0.7712 1.0392
H 0.9830 -2.8110 1.8199
H 0.8151 -3.3671 0.1515
H 2.7181 -4.5270 1.2250
H 3.4508 -2.9786 1.6602
H 4.5392 -3.8266 -0.3790
H 2.9536 -3.9725 -1.1869
H 6.0882 2.8712 -0.7899
H 8.2802 4.3898 -0.3846
H 10.2156 2.7130 0.4267
H 9.0962 0.2450 0.4739
H 2.4823 -0.3808 -1.3976
H 1.7422 -1.9544 -1.7461
```

---

3.
Density functional theory data (the ωB97M-V functional and the def2-TZVPD basis) for the ion C24H30NO3 with charge +1.

Output
Kohn-Sham gap ... 8.27 eV
SMILES ... CC(C)C[NH+](Cc1c(O)ccc2c(=O)c(-c3ccccc3)coc12)CC(C)C
Energy above the lowest of the compared OMol25 structures with the same formula, charge and spin ... 0.0 kcal/mol
E_HOMO ... -10.85 eV
Net charge ... +1

XYZ file:
```
58
C24H30NO3 | the OMol25 dataset | the ωB97M-V functional and the def2-TZVPD basis
C 0.7428 3.4215 4.1305
C 1.8411 2.5572 3.5145
C 3.2177 3.0584 3.9480
C 1.7738 2.5843 1.9826
N 0.5428 1.9510 1.4458
C 0.6513 0.4714 1.3707
C -0.6880 -0.1842 1.1579
C -1.7890 0.1389 1.9479
O -1.6397 1.1336 2.8803
C -3.0089 -0.5126 1.7794
C -3.1345 -1.4931 0.8245
C -2.0545 -1.8448 0.0151
C -2.2149 -2.9053 -1.0067
O -3.2753 -3.4656 -1.1822
C -0.9812 -3.1747 -1.7677
C -0.9849 -4.1951 -2.8245
C -0.3168 -3.9656 -4.0267
C -0.3224 -4.9230 -5.0227
C -0.9918 -6.1212 -4.8321
C -1.6599 -6.3546 -3.6421
C -1.6614 -5.3988 -2.6427
C 0.1317 -2.4681 -1.4928
O 0.2485 -1.4907 -0.5619
C -0.8333 -1.1890 0.1874
C 0.0794 2.5488 0.1647
C 1.1056 2.4842 -0.9856
C 1.4983 3.8895 -1.4397
C 0.5409 1.6917 -2.1637
H 0.8563 3.4405 5.2105
H -0.2540 3.0396 3.9182
H 0.8127 4.4455 3.7707
H 1.7230 1.5288 3.8707
H 3.3000 3.0363 5.0302
H 4.0086 2.4366 3.5364
H 3.3744 4.0819 3.6171
H 1.7923 3.6248 1.6536
H 2.6443 2.0778 1.5626
H -0.2060 2.1170 2.1390
H 1.3243 0.1968 0.5581
H 1.0786 0.1206 2.3141
H -2.4412 1.1953 3.4167
H -3.8472 -0.2457 2.4059
H -4.0660 -2.0165 0.6745
H 0.1845 -3.0224 -4.1897
H 0.1921 -4.7323 -5.9525
H -0.9965 -6.8671 -5.6120
H -2.1849 -7.2852 -3.4905
H -2.1826 -5.5883 -1.7182
H 1.0717 -2.6271 -2.0011
H -0.8327 2.0214 -0.1239
H -0.1850 3.5890 0.3666
H 2.0100 1.9771 -0.6387
H 0.6292 4.4260 -1.8118
H 1.9421 4.4635 -0.6297
H 2.2256 3.8313 -2.2442
H 0.2884 0.6760 -1.8717
H -0.3519 2.1736 -2.5541
H 1.2728 1.6410 -2.9646
```

---

4.
Density functional theory data (the ωB97M-V functional and the def2-TZVPD basis) for an isolated molecule of C24H30O11.

Output
Kohn-Sham gap ... 8.75 eV
SMILES ... C[C@]1(OC(=O)/C=C/c2ccccc2)C[C@@H](O)[C@]2(O)C=CO[C@@H](O[C@@H]3O[C@H](CO)[C@@H](O)[C@H](O)[C@H]3O)[C@@H]21
Energy above the lowest of the compared OMol25 structures with the same formula, charge and spin ... 5.3 kcal/mol
E_HOMO ... -9.16 eV

XYZ file:
```
65
C24H30O11 | the OMol25 dataset | the ωB97M-V functional and the def2-TZVPD basis
C -1.7807 -3.1543 -0.5425
C -1.8757 -1.6802 -0.1590
O -1.0491 -1.5746 1.0160
C -0.7856 -0.4170 1.6165
O -1.2005 0.6704 1.2560
C 0.0842 -0.5621 2.7884
C 0.6156 -1.7271 3.1837
C 1.4823 -1.9348 4.3263
C 1.8104 -3.2445 4.6911
C 2.6227 -3.4951 5.7792
C 3.1323 -2.4418 6.5214
C 2.8241 -1.1374 6.1667
C 2.0080 -0.8828 5.0825
C -3.3259 -1.2485 0.0795
C -3.8955 -1.0095 -1.3336
O -4.9582 -0.1138 -1.3570
C -2.6698 -0.5284 -2.1883
O -2.8791 0.8387 -2.4863
C -2.5354 -1.3476 -3.4405
C -1.4384 -2.0302 -3.7312
O -0.3041 -2.0689 -2.9732
C -0.1755 -1.0342 -2.0493
O 0.1905 0.1508 -2.7552
C 1.3014 0.8246 -2.2738
O 1.0871 1.1096 -0.9027
C 1.9954 2.0767 -0.4065
C 1.8780 2.1133 1.1273
O 0.7012 2.7026 1.5840
C 1.7202 3.4591 -1.0289
O 2.9787 4.0518 -1.2930
C 0.8872 3.2958 -2.3228
O -0.4754 3.1458 -2.0542
C 1.4603 2.1106 -3.1247
O 2.7818 2.3317 -3.5228
C -1.4466 -0.7114 -1.2700
H -2.3865 -3.3571 -1.4191
H -0.7499 -3.4232 -0.7564
H -2.1343 -3.7611 0.2875
H 0.2569 0.3653 3.3144
H 0.3763 -2.6145 2.6114
H 1.4138 -4.0680 4.1147
H 2.8621 -4.5128 6.0500
H 3.7693 -2.6357 7.3713
H 3.2243 -0.3149 6.7406
H 1.7842 0.1378 4.8149
H -3.3465 -0.3059 0.6282
H -3.8982 -1.9908 0.6322
H -4.2753 -1.9542 -1.7412
H -4.5889 0.7656 -1.5276
H -2.0943 1.1826 -2.9303
H -3.3826 -1.3527 -4.1045
H -1.3389 -2.6584 -4.6038
H 0.6383 -1.3259 -1.3728
H 2.2190 0.2091 -2.3684
H 3.0221 1.7752 -0.6673
H 2.7008 2.7241 1.5091
H 1.9904 1.0854 1.4993
H -0.0537 2.1093 1.4065
H 1.1400 4.0606 -0.3153
H 2.8514 4.9831 -1.5065
H 0.9784 4.2060 -2.9286
H -0.5862 2.4224 -1.4208
H 0.8726 1.9549 -4.0358
H 3.2488 2.8109 -2.8187
H -1.2636 0.2534 -0.7891
```